*w*
Formula: C9H13N
Source: the Open Molecules 2025 dataset
Level of theory: wB97M-V/def2-TZVPD

Last column: Löwdin charge in e.
Atoms and positions in Å:
H: 2.527 1.600 -1.509  0.078
N: 1.488 1.595 -1.371  0.135
C: 0.934 0.487 -1.149  -0.315
C: 1.409 -0.900 -1.498  -0.202
C: 0.776 -1.995 -0.622  -0.072
C: -0.345 0.618 -0.185  -0.171
C: -1.529 0.451 -0.648  -0.091
C: -2.665 0.221 -1.205  0.021
C: -0.082 1.209 1.151  -0.245
C: -1.021 0.913 2.249  -0.131
C: 0.234 0.209 2.244  -0.142
H: 1.023 -0.925 -2.515  0.118
H: 2.463 -0.793 -1.653  0.100
H: 1.070 -1.777 0.519  0.114
H: -0.266 -1.903 -0.870  0.059
H: 1.278 -2.889 -0.981  0.066
H: -3.011 -0.873 -1.138  0.095
H: -3.153 0.928 -1.803  0.038
H: 0.404 2.083 1.152  0.096
H: -2.002 0.406 2.043  0.127
H: -1.016 1.804 2.989  0.140
H: 1.208 0.319 2.851  0.139
H: 0.277 -0.786 1.946  0.043

The LUMO energy is 0.964 eV. The value obtained for the HOMO energy is -8.999 eV. The value obtained for the gap between HOMO and LUMO is 9.9634 eV.

***

*x*
Formula: C9H13N
Source: the Open Molecules 2025 dataset
Level of theory: wB97M-V/def2-TZVPD

Last column: Löwdin charge in e.
Atoms and positions in Å:
C: 1.405 -2.665 0.100  -0.126
N: 0.645 -1.480 -0.255  -0.091
C: 0.100 -0.807 0.891  -0.324
C: -0.300 0.623 0.730  -0.111
C: 0.916 0.280 1.535  -0.290
C: 2.292 0.631 1.028  -0.079
H: 0.844 -3.396 0.704  0.076
H: 2.280 -2.368 0.673  0.072
H: 1.754 -3.167 -0.811  0.080
H: -0.106 -1.727 -0.886  0.111
H: -0.509 -1.407 1.568  0.137
H: -0.098 1.038 -0.258  0.065
H: -1.194 0.975 1.230  0.107
H: 0.802 0.371 2.621  0.132
H: 3.057 0.050 1.540  0.066
H: 2.520 1.705 1.192  0.079
H: 2.358 0.427 -0.046  0.076
C: -1.305 2.539 -0.968  0.113
C: -2.245 2.086 -1.567  -0.115
C: -3.332 1.552 -2.268  -0.149
C: -4.260 1.097 -2.868  0.124
H: -0.536 2.944 -0.483  0.015
H: -5.088 0.700 -3.400  0.032

The LUMO energy is 0.961 eV. The value obtained for the HOMO energy is -8.804 eV. The value obtained for the gap between HOMO and LUMO is 9.7649 eV.

***

Energies relative to the minimum, kcal/mol: *w* 0.0; *x* 16.6

***

*w*
Formula: C32H49AlO2Se
Source: the Open Molecules 2025 dataset
Level of theory: wB97M-V/def2-TZVPD

Last column: Löwdin charge in e.
Atoms and positions in Å:
Al: 13.539 10.314 13.448  0.192
C: 14.150 12.524 6.255  -0.059
C: 13.491 13.096 7.556  -0.502
C: 12.020 12.610 7.448  -0.066
C: 13.444 14.647 7.504  -0.046
C: 14.094 12.603 8.891  -0.181
C: 13.418 13.006 10.029  -0.049
C: 13.771 12.394 11.234  -0.328
Se: 12.611 12.598 12.781  1.290
C: 11.238 11.660 11.835  -0.382
C: 10.201 12.381 11.238  -0.070
C: 9.220 11.712 10.579  -0.168
C: 9.279 10.322 10.508  0.038
C: 10.291 9.601 11.166  -0.068
C: 11.326 10.276 11.836  -0.315
O: 12.264 9.569 12.461  -0.057
C: 10.286 8.089 10.972  -0.469
C: 9.079 7.515 10.104  -0.071
C: 10.244 7.184 12.200  -0.041
C: 11.573 7.787 10.109  -0.025
C: 8.152 12.473 9.729  -0.541
C: 6.726 12.095 10.213  -0.049
C: 8.258 11.974 8.281  -0.047
C: 8.324 13.974 9.804  -0.065
C: 14.733 11.373 11.303  -0.331
O: 14.891 10.736 12.462  -0.089
C: 15.515 11.095 10.220  -0.088
C: 15.120 11.735 9.010  0.045
C: 16.407 9.892 10.155  -0.529
C: 17.276 9.781 8.863  -0.053
C: 17.389 9.780 11.298  -0.043
C: 15.427 8.724 10.132  -0.037
H: 13.614 13.003 5.349  0.113
H: 15.216 12.665 6.154  0.069
H: 14.032 11.465 6.259  0.065
H: 11.570 12.762 6.480  0.077
H: 11.922 11.503 7.581  0.102
H: 11.439 12.967 8.316  0.064
H: 13.147 14.917 6.523  0.061
H: 12.883 15.069 8.334  0.070
H: 14.436 15.147 7.601  0.098
H: 12.654 13.770 9.988  0.107
H: 10.249 13.435 11.277  0.087
H: 8.605 9.798 9.808  0.100
H: 8.094 7.676 10.493  0.068
H: 9.039 7.914 9.081  0.078
H: 9.081 6.417 10.066  0.085
H: 9.239 7.074 12.546  0.075
H: 10.534 6.202 11.782  0.087
H: 10.945 7.402 12.978  0.065
H: 11.463 8.239 9.123  0.086
H: 12.456 8.201 10.580  0.054
H: 11.689 6.704 10.044  0.082
H: 6.570 11.005 10.043  0.086
H: 6.701 12.246 11.323  0.097
H: 5.954 12.715 9.730  0.085
H: 8.261 10.920 8.171  0.053
H: 7.479 12.467 7.643  0.101
H: 9.243 12.356 7.860  0.086
H: 8.052 14.309 10.782  0.082
H: 9.308 14.324 9.627  0.062
H: 7.686 14.541 9.142  0.087
H: 15.659 11.510 8.074  0.112
H: 17.833 10.696 8.668  0.089
H: 17.996 8.995 9.054  0.074
H: 16.806 9.571 7.925  0.070
H: 17.978 10.695 11.408  0.094
H: 16.857 9.722 12.302  0.103
H: 18.111 9.020 11.062  0.071
H: 14.732 8.643 9.251  0.108
H: 16.034 7.799 10.055  0.096
H: 14.794 8.617 11.011  0.066
C: 13.994 7.340 14.836  -0.098
C: 14.470 8.500 15.633  -0.520
C: 14.381 8.270 17.150  -0.095
C: 13.611 9.777 15.304  -0.180
H: 14.688 6.508 14.871  0.074
H: 14.000 7.585 13.724  0.086
H: 12.969 7.007 15.133  0.103
H: 15.458 8.829 15.361  0.119
H: 13.276 8.086 17.437  0.104
H: 14.729 9.135 17.801  0.094
H: 14.951 7.364 17.333  0.063
H: 14.078 10.519 15.943  0.058
H: 12.582 9.575 15.671  0.082

The LUMO energy is 0.465 eV. The value obtained for the HOMO energy is -8.148 eV. The value obtained for the gap between HOMO and LUMO is 8.6127 eV.

***

*x*
Formula: C32H49AlO2Se
Source: the Open Molecules 2025 dataset
Level of theory: wB97M-V/def2-TZVPD

Last column: Löwdin charge in e.
Atoms and positions in Å:
Al: -1.294 -1.246 1.738  0.165
C: 3.600 3.748 3.448  -0.045
C: 3.068 4.005 2.033  -0.571
C: 4.195 3.846 1.015  -0.043
C: 2.542 5.451 1.933  -0.056
C: 1.960 3.002 1.861  -0.181
C: 2.150 1.604 1.826  -0.044
C: 1.081 0.729 1.782  -0.357
Se: 1.314 -1.203 1.753  1.262
C: 1.171 -1.599 -0.172  -0.347
C: 2.285 -1.673 -0.955  -0.045
C: 2.116 -1.964 -2.347  -0.136
C: 0.798 -2.269 -2.789  0.042
C: -0.307 -2.129 -1.981  -0.087
C: -0.141 -1.713 -0.664  -0.329
O: -1.189 -1.453 0.063  -0.056
C: -1.746 -2.424 -2.444  -0.486
C: -2.589 -1.124 -2.373  -0.036
C: -1.735 -2.851 -3.902  -0.084
C: -2.348 -3.625 -1.633  -0.011
C: 3.276 -1.956 -3.306  -0.565
C: 3.936 -0.555 -3.271  -0.039
C: 4.310 -3.020 -2.938  -0.051
C: 2.846 -2.264 -4.735  -0.076
C: -0.243 1.169 1.884  -0.337
O: -1.234 0.383 2.234  -0.048
C: -0.447 2.522 1.667  -0.075
C: 0.649 3.398 1.740  0.030
C: -1.854 3.101 1.530  -0.527
C: -1.803 4.464 0.797  -0.072
C: -2.510 3.340 2.882  -0.048
C: -2.819 2.251 0.668  -0.037
H: 4.310 4.566 3.716  0.098
H: 4.168 2.827 3.478  0.077
H: 2.738 3.673 4.117  0.096
H: 5.126 4.353 1.340  0.095
H: 3.900 4.234 0.040  0.089
H: 4.399 2.783 0.953  0.067
H: 3.444 6.047 1.863  0.080
H: 1.946 5.741 2.779  0.083
H: 1.993 5.612 0.996  0.091
H: 3.164 1.214 1.864  0.108
H: 3.214 -1.463 -0.489  0.097
H: 0.629 -2.618 -3.778  0.075
H: -2.302 -0.439 -3.162  0.080
H: -2.628 -0.561 -1.420  0.073
H: -3.665 -1.315 -2.608  0.093
H: -1.165 -2.217 -4.594  0.084
H: -2.788 -2.890 -4.244  0.098
H: -1.253 -3.827 -4.063  0.090
H: -2.103 -3.588 -0.566  0.060
H: -1.922 -4.546 -1.993  0.077
H: -3.401 -3.675 -1.827  0.077
H: 4.331 -0.310 -2.300  0.069
H: 3.220 0.206 -3.519  0.081
H: 4.756 -0.490 -4.007  0.090
H: 4.785 -2.855 -1.972  0.080
H: 5.113 -3.033 -3.652  0.077
H: 3.827 -3.993 -2.836  0.093
H: 2.000 -1.641 -5.134  0.102
H: 2.517 -3.280 -4.835  0.074
H: 3.688 -2.168 -5.454  0.095
H: 0.385 4.435 1.636  0.078
H: -1.290 5.205 1.430  0.074
H: -2.769 4.921 0.622  0.076
H: -1.275 4.350 -0.191  0.113
H: -1.913 4.028 3.551  0.104
H: -2.607 2.400 3.390  0.070
H: -3.534 3.788 2.799  0.099
H: -2.277 1.974 -0.225  0.088
H: -3.726 2.845 0.496  0.091
H: -3.077 1.332 1.171  0.066
C: -4.098 -4.272 2.929  -0.112
C: -3.387 -3.334 1.995  -0.505
C: -4.351 -2.580 1.088  -0.093
C: -2.536 -2.262 2.829  -0.152
H: -4.714 -4.980 2.353  0.080
H: -4.707 -3.730 3.650  0.077
H: -3.338 -4.855 3.527  0.094
H: -2.707 -3.977 1.339  0.125
H: -5.103 -2.078 1.695  0.085
H: -4.833 -3.341 0.458  0.081
H: -3.868 -1.876 0.400  0.062
H: -2.085 -2.726 3.725  0.062
H: -3.264 -1.558 3.298  0.080

The LUMO energy is 0.420 eV. The value obtained for the HOMO energy is -8.070 eV. The value obtained for the gap between HOMO and LUMO is 8.4908 eV.

***

Energies relative to the minimum, kcal/mol: *w* 19.2; *x* 0.0

***

*w*
Formula: C34H27N8S2SbZn
Source: the Open Molecules 2025 dataset
Level of theory: wB97M-V/def2-TZVPD

Last column: Löwdin charge in e.
Atoms and positions in Å:
Zn: -0.063 0.647 -0.054  0.387
C: -1.643 2.289 2.379  -0.020
C: -2.572 1.309 1.745  -0.315
C: -3.937 1.353 2.018  -0.005
C: -4.802 0.503 1.357  -0.047
C: -4.278 -0.384 0.429  -0.129
C: -2.909 -0.387 0.213  -0.454
N: -2.074 0.432 0.861  -0.014
Sb: -2.190 -1.811 -1.260  1.525
C: -1.087 -0.553 -2.647  -0.464
C: -1.552 -0.495 -3.949  -0.125
C: -0.780 0.159 -4.898  -0.048
C: 0.424 0.710 -4.509  -0.010
C: 0.820 0.636 -3.176  -0.328
C: 2.090 1.283 -2.731  -0.032
N: 0.064 0.009 -2.265  -0.019
C: -0.417 -2.435 -0.182  -0.454
C: -0.337 -3.778 0.162  -0.130
C: 0.848 -4.265 0.688  -0.048
C: 1.912 -3.393 0.825  -0.013
C: 1.764 -2.054 0.474  -0.312
C: 2.925 -1.119 0.575  -0.031
N: 0.602 -1.586 -0.006  0.034
H: -2.141 2.854 3.164  0.088
H: -1.306 2.993 1.614  0.056
H: -0.760 1.797 2.778  0.052
H: -4.308 2.065 2.742  0.118
H: -5.867 0.538 1.546  0.113
H: -4.914 -1.066 -0.120  0.083
H: -2.496 -0.954 -4.212  0.087
H: -1.105 0.220 -5.929  0.112
H: 1.063 1.212 -5.223  0.119
H: 2.822 1.298 -3.539  0.086
H: 2.501 0.777 -1.864  0.035
H: 1.890 2.317 -2.438  0.083
H: -1.192 -4.424 0.010  0.087
H: 0.952 -5.309 0.954  0.114
H: 2.864 -3.742 1.202  0.117
H: 3.772 -1.600 1.060  0.086
H: 2.663 -0.218 1.123  0.000
H: 3.228 -0.808 -0.426  0.081
S: 1.664 2.084 0.659  0.647
C: 0.967 3.617 0.185  -0.736
C: 1.678 4.749 0.672  -0.308
N: 2.266 5.645 1.095  0.156
C: -0.174 3.803 -0.540  -0.766
S: -1.202 2.564 -1.186  0.656
C: -0.621 5.134 -0.801  -0.302
N: -1.027 6.185 -1.038  0.159
N: 1.966 -1.831 7.292  0.166
C: 2.158 -2.770 8.276  -0.192
C: 2.705 -2.702 9.552  -0.024
C: 2.745 -3.878 10.274  -0.095
C: 2.260 -5.081 9.741  -0.096
C: 1.711 -5.146 8.478  -0.017
C: 1.648 -3.968 7.735  -0.227
N: 1.150 -3.735 6.471  0.178
C: 1.356 -2.468 6.239  -0.282
C: 0.988 -1.767 5.010  -0.137
C: -0.035 -2.253 4.201  0.010
C: -0.374 -1.546 3.063  -0.128
N: 0.241 -0.429 2.675  0.051
C: 1.224 0.030 3.446  -0.153
C: 1.628 -0.595 4.616  0.006
H: 2.170 -0.850 7.354  0.155
H: 3.085 -1.773 9.957  0.108
H: 3.161 -3.871 11.273  0.101
H: 2.327 -5.978 10.343  0.099
H: 1.339 -6.074 8.066  0.110
H: -0.554 -3.158 4.483  0.116
H: -1.187 -1.881 2.429  0.101
H: 1.704 0.944 3.114  0.063
H: 2.445 -0.175 5.188  0.111

The LUMO energy is -0.391 eV. The value obtained for the HOMO energy is -6.802 eV. The value obtained for the gap between HOMO and LUMO is 6.4112 eV.

***

*x*
Formula: C34H27N8S2SbZn
Source: the Open Molecules 2025 dataset
Level of theory: wB97M-V/def2-TZVPD

Last column: Löwdin charge in e.
Atoms and positions in Å:
Zn: -0.398 -1.555 0.421  0.417
C: -4.499 -2.896 2.224  -0.040
C: -4.180 -1.753 3.134  -0.323
C: -5.119 -1.369 4.098  -0.031
C: -4.825 -0.344 4.963  -0.070
C: -3.587 0.274 4.847  -0.154
C: -2.715 -0.151 3.857  -0.467
N: -3.000 -1.142 3.010  0.092
Sb: -0.841 0.878 3.904  1.531
C: 0.552 -0.763 3.862  -0.447
C: 1.319 -0.737 5.018  -0.164
C: 2.217 -1.764 5.282  -0.057
C: 2.253 -2.811 4.398  -0.025
C: 1.440 -2.788 3.259  -0.315
C: 1.396 -4.034 2.439  -0.053
N: 0.661 -1.747 2.951  0.070
C: -0.764 1.683 1.910  -0.482
C: 0.108 2.739 1.678  -0.143
C: -0.010 3.452 0.493  -0.066
C: -1.044 3.137 -0.368  -0.030
C: -1.901 2.085 -0.043  -0.355
C: -3.101 1.777 -0.891  -0.021
N: -1.724 1.346 1.049  0.067
H: -3.667 -3.107 1.567  0.006
H: -4.730 -3.790 2.806  0.087
H: -5.378 -2.670 1.617  0.088
H: -6.062 -1.896 4.152  0.115
H: -5.532 -0.034 5.722  0.108
H: -3.307 1.075 5.521  0.073
H: 1.212 0.080 5.720  0.064
H: 2.829 -1.758 6.174  0.111
H: 2.873 -3.680 4.571  0.120
H: 0.637 -3.973 1.676  0.015
H: 2.352 -4.236 1.956  0.090
H: 1.171 -4.876 3.095  0.098
H: 0.853 3.011 2.416  0.092
H: 0.664 4.270 0.270  0.114
H: -1.211 3.704 -1.274  0.119
H: -3.668 2.688 -1.088  0.084
H: -3.742 1.065 -0.379  0.083
H: -2.814 1.363 -1.859  0.067
S: -2.063 -2.704 -0.600  0.616
C: -1.136 -4.190 -0.695  -0.733
C: -1.906 -5.390 -0.695  -0.292
N: -2.557 -6.338 -0.691  0.164
C: 0.226 -4.251 -0.743  -0.770
S: 1.257 -2.851 -0.683  0.616
C: 0.875 -5.522 -0.776  -0.292
N: 1.437 -6.525 -0.781  0.168
N: 2.025 2.126 -5.092  0.171
C: 2.915 2.956 -5.739  -0.189
C: 3.105 3.267 -7.080  -0.022
C: 4.106 4.171 -7.366  -0.091
C: 4.892 4.749 -6.356  -0.091
C: 4.700 4.436 -5.028  -0.014
C: 3.694 3.520 -4.717  -0.224
N: 3.293 3.031 -3.490  0.184
C: 2.313 2.211 -3.756  -0.283
C: 1.579 1.465 -2.736  -0.117
C: 2.125 1.342 -1.460  0.022
C: 1.430 0.626 -0.509  -0.132
N: 0.241 0.064 -0.749  -0.058
C: -0.288 0.188 -1.962  -0.146
C: 0.346 0.872 -2.982  0.020
H: 1.376 1.493 -5.523  0.156
H: 2.504 2.824 -7.863  0.109
H: 4.292 4.443 -8.396  0.101
H: 5.665 5.453 -6.632  0.100
H: 5.303 4.873 -4.246  0.112
H: 3.081 1.789 -1.233  0.121
H: 1.833 0.490 0.486  0.120
H: -1.239 -0.305 -2.123  0.088
H: -0.143 0.937 -3.943  0.116

The LUMO energy is -0.715 eV. The value obtained for the HOMO energy is -7.413 eV. The value obtained for the gap between HOMO and LUMO is 6.6979 eV.

***

Energies relative to the minimum, kcal/mol: *w* 0.0; *x* 25.1